(1)
Here is a molecular structure, C28H30CrO2PSi2 at a distorted geometry from the OMol25 dataset. Energies are from ωB97M-V/def2-TZVPD.

Its net charge is 0. The expectation value of S² is 3.838. The total energy comes out at -87083.3635 eV. Its multiplicity is 4. As for the HOMO-LUMO gap (spin up / spin down): 0.258 / 0.298 Ha. As for the HOMO energy (spin up / spin down): -8.164 / -8.184 eV. For the largest force on an atom, the calculation gives 5.132 eV/Å. The value obtained for the energy relative to the best compared isomer or geometry (same formula, charge and spin) is 0.0 kJ/mol.

Cartesian coordinates (Å):
Cr1 0.834 -0.446 -0.384
C1 -4.741 0.756 1.089
C2 -3.665 1.304 0.425
C3 -2.366 0.974 0.828
C4 -2.140 0.040 1.932
C5 -3.251 -0.631 2.453
C6 -4.526 -0.145 2.124
P1 -0.487 -0.187 2.588
C7 -0.781 -0.306 4.332
C8 0.012 -1.032 5.223
C9 -0.443 -1.279 6.502
C10 -1.566 -0.579 6.979
C11 -2.169 0.393 6.173
C12 -1.834 0.522 4.860
C13 -0.088 -1.928 2.178
C14 -0.608 -3.041 2.804
C15 -0.361 -4.337 2.245
C16 0.249 -4.496 1.018
C17 0.658 -3.350 0.343
C18 0.515 -2.047 0.876
H1 -5.788 1.067 0.847
H2 -3.822 2.049 -0.359
H3 -1.465 1.359 0.349
H4 -3.130 -1.437 3.167
H5 -5.323 -0.617 2.742
H6 0.978 -1.443 4.847
H7 0.019 -2.093 7.113
H8 -1.966 -0.816 7.970
H9 -2.915 1.092 6.545
H10 -2.333 1.095 4.109
H11 -1.076 -2.910 3.787
H12 -0.637 -5.253 2.797
H13 0.327 -5.486 0.540
H14 1.090 -3.418 -0.650
C19 -0.357 -0.488 -4.186
Si1 1.357 -0.808 -3.478
C20 2.347 -2.231 -4.245
C21 1.944 0.900 -4.056
C22 2.249 1.230 -5.414
C23 1.963 2.467 -5.918
C24 1.066 3.313 -5.294
C25 0.964 3.078 -3.927
C26 1.559 1.967 -3.248
Si2 2.142 2.240 -1.466
C27 3.745 1.297 -0.922
C28 1.838 4.108 -0.973
H15 -0.395 -0.675 -5.263
H16 -0.561 0.580 -3.989
H17 -1.292 -0.990 -3.857
H18 3.055 -1.764 -4.945
H19 1.883 -3.109 -4.655
H20 3.139 -2.528 -3.541
H21 2.763 0.514 -6.060
H22 2.495 2.785 -6.822
H23 0.647 4.138 -5.866
H24 0.343 3.700 -3.335
H25 3.755 1.420 0.208
H26 4.709 1.641 -1.235
H27 3.667 0.187 -1.078
H28 2.351 4.311 -0.018
H29 0.772 3.986 -0.732
H30 2.102 4.922 -1.668
O1 1.049 1.538 -0.576
O2 1.499 -1.107 -1.835

Atomic forces in eV per Å
Cr 0.0 2.3 0.7
C -1.4 0.2 0.6
C 1.0 0.3 -0.3
C 0.3 -1.4 1.7
C -1.4 0.6 -2.1
C -0.1 1.4 -0.5
C -0.2 -1.8 0.8
P 1.7 -0.3 -1.1
C -0.9 1.6 1.7
C 0.8 -0.3 -1.3
C -0.6 -0.4 1.2
C 0.4 -0.4 0.0
C -0.5 0.5 0.8
C 2.0 -2.0 -1.1
C -0.3 0.3 -2.1
C 0.9 -1.4 0.1
C -0.6 0.2 1.2
C -0.2 0.2 -0.2
C 0.2 1.1 -0.4
C -0.3 -0.7 0.9
H 1.1 -0.3 0.2
H 0.1 -0.4 0.1
H -0.3 0.4 0.1
H -0.1 0.2 0.1
H 0.2 0.6 -1.0
H -1.0 0.0 0.4
H -0.3 1.1 -0.5
H 0.2 0.3 -0.3
H -0.1 -0.4 0.3
H -0.5 0.7 0.3
H 0.0 -0.4 -0.5
H -0.1 0.7 -0.2
H 0.2 0.6 0.4
H 0.0 -0.2 0.0
C -1.5 -0.3 0.5
Si 0.6 -0.6 -0.7
C 1.3 1.2 0.5
C 1.0 0.0 -0.7
C 0.1 -1.3 1.2
C 0.6 0.4 -1.7
C 0.7 -0.3 0.7
C 0.1 -0.5 0.0
C 0.1 1.5 -0.7
Si 0.7 0.8 -0.4
C -0.8 -0.1 1.1
C 1.0 -1.1 0.0
H 0.5 0.3 -0.1
H 0.1 -0.4 -0.4
H 0.8 -0.2 0.3
H -0.6 -0.1 -0.7
H -0.3 -0.2 -0.2
H -0.6 -0.3 0.5
H -0.2 0.1 0.3
H -0.7 -0.3 -0.1
H -0.1 0.0 0.6
H -0.2 0.9 0.6
H -0.2 0.0 -1.1
H 0.5 0.1 -0.5
H 0.0 1.0 -0.2
H -0.1 -0.1 -0.3
H 0.2 0.6 -0.3
H -0.4 -0.5 0.2
O -2.4 -3.9 2.4
O -0.2 0.2 -1.1

(2)
Here is 11 unconnected molecules or ions with the total composition C24H54N20O14 from the OMol25 dataset. Energies are from ωB97M-V/def2-TZVPD.

Its net charge is 0. The total energy comes out at -84240.3753 eV. As for the structure (SMILES): CCOCCOc1ccc2c(c1)C(=O)C=CC2=O.NC(N)=O.NC(N)=O.NC(N)=O.NC(N)=O.NC(N)=O.NC(N)=O.NC(N)=O.NC(N)=O.NC(N)=O.NC(N)=O. As for the HOMO-LUMO gap: 0.291 Ha. As for the HOMO energy: -8.376 eV. For the largest force on an atom, the calculation gives 0.815 eV/Å. The value obtained for the energy relative to the best compared isomer or geometry (same formula, charge and spin) is 0.0 kJ/mol.

Cartesian coordinates (Å):
C1 2.208 -2.568 4.034
C2 2.638 -2.480 2.567
O1 2.601 -1.123 2.146
C3 2.045 -0.884 0.873
C4 1.004 0.240 0.970
O2 0.334 0.288 2.247
C5 -0.882 -0.317 2.283
C6 -2.024 0.424 2.572
C7 -3.267 -0.197 2.651
C8 -3.394 -1.566 2.447
C9 -2.245 -2.297 2.134
C10 -0.998 -1.689 2.052
C11 -2.353 -3.756 1.878
O3 -1.488 -4.357 1.286
C12 -3.571 -4.449 2.346
C13 -4.654 -3.733 2.635
C14 -4.682 -2.260 2.559
O4 -5.737 -1.663 2.634
H1 1.894 -1.582 4.364
H2 1.355 -3.231 4.177
H3 3.021 -2.907 4.663
H4 2.011 -3.120 1.950
H5 3.669 -2.833 2.503
H6 1.607 -1.770 0.416
H7 2.815 -0.541 0.187
H8 0.246 0.136 0.198
H9 1.510 1.196 0.890
H10 -1.944 1.486 2.755
H11 -4.143 0.392 2.877
H12 -0.149 -2.313 1.830
H13 -3.513 -5.523 2.422
H14 -5.557 -4.226 2.963
N1 2.902 1.498 -3.494
C15 3.135 0.215 -3.064
N2 4.174 -0.394 -3.678
O5 2.435 -0.316 -2.208
H15 3.458 1.931 -4.209
H16 2.132 1.992 -3.084
H17 4.382 -1.343 -3.426
H18 4.733 0.058 -4.384
N3 5.822 3.377 -2.968
C16 6.433 2.390 -3.684
N4 7.722 2.124 -3.326
O6 5.879 1.775 -4.583
H19 6.270 3.879 -2.226
H20 4.869 3.590 -3.190
H21 8.196 1.398 -3.830
H22 8.204 2.604 -2.592
N5 -4.072 -0.628 7.816
C17 -3.954 -0.912 6.479
N6 -5.107 -1.327 5.871
O7 -2.899 -0.804 5.884
H23 -4.929 -0.711 8.328
H24 -3.245 -0.322 8.292
H25 -5.066 -1.546 4.892
H26 -5.980 -1.426 6.352
N7 2.869 -1.601 -6.343
C18 4.107 -2.047 -6.665
N8 4.372 -2.152 -8.008
O8 4.938 -2.336 -5.813
H27 2.150 -1.347 -7.003
H28 2.665 -1.517 -5.365
H29 5.281 -2.479 -8.272
H30 3.706 -1.922 -8.719
N9 6.403 -1.538 7.227
C19 5.589 -1.565 6.124
N10 5.277 -0.343 5.595
O9 5.168 -2.601 5.647
H31 6.757 -0.695 7.635
H32 6.646 -2.419 7.636
H33 4.676 -0.333 4.790
H34 5.606 0.525 5.970
N11 -1.427 0.548 -7.125
C20 -0.566 -0.085 -6.290
N12 -0.722 0.197 -4.965
O10 0.296 -0.865 -6.685
H35 -2.149 1.183 -6.820
H36 -1.334 0.351 -8.102
H37 -0.103 -0.256 -4.316
H38 -1.426 0.819 -4.616
N13 -3.358 4.028 0.675
C21 -2.461 4.432 1.624
N14 -2.320 5.786 1.749
O11 -1.833 3.642 2.308
H39 -3.881 4.663 0.103
H40 -3.486 3.041 0.557
H41 -1.671 6.110 2.440
H42 -2.823 6.457 1.193
N15 -1.686 -7.009 4.081
C22 -2.635 -7.896 4.508
N16 -2.428 -9.195 4.128
O12 -3.598 -7.556 5.172
H43 -0.891 -7.265 3.527
H44 -1.807 -6.048 4.343
H45 -3.107 -9.871 4.423
H46 -1.645 -9.495 3.581
N17 -0.729 9.037 1.006
C23 -1.611 9.360 0.013
N18 -1.483 10.621 -0.497
O13 -2.455 8.577 -0.388
H47 -0.028 9.660 1.358
H48 -0.801 8.116 1.396
H49 -2.117 10.885 -1.227
H50 -0.797 11.280 -0.183
N19 -6.275 1.716 -7.261
C24 -5.056 1.247 -7.655
N20 -4.879 1.139 -9.006
O14 -4.186 0.941 -6.854
H51 -7.005 1.969 -7.898
H52 -6.436 1.802 -6.275
H53 -3.999 0.787 -9.329
H54 -5.582 1.382 -9.678

Atomic forces in eV per Å
C -0.2 0.0 -0.1
C 0.3 0.1 0.8
O -0.2 -0.3 -0.2
C 0.0 0.4 0.0
C 0.1 -0.2 0.6
O -0.3 0.2 -0.2
C 0.0 -0.5 -0.1
C -0.3 0.0 0.2
C 0.3 0.1 -0.1
C 0.6 0.2 -0.2
C 0.2 0.2 0.1
C -0.5 0.0 0.0
C 0.1 0.2 0.0
O 0.5 -0.5 -0.1
C 0.0 0.5 0.1
C 0.0 -0.8 0.2
C 0.1 0.2 -0.1
O -0.4 0.1 0.2
H 0.0 0.2 0.1
H -0.1 -0.1 0.0
H 0.1 0.0 0.1
H -0.1 0.1 -0.3
H 0.1 -0.1 -0.3
H 0.0 -0.3 0.2
H 0.1 0.0 -0.2
H 0.1 0.1 -0.3
H -0.1 0.2 -0.1
H 0.1 0.0 -0.1
H -0.1 0.0 0.1
H 0.2 0.0 -0.1
H -0.1 -0.2 -0.1
H -0.2 0.1 0.0
N -0.1 0.2 0.1
C 0.1 0.2 -0.2
N -0.1 -0.2 0.3
O -0.1 0.0 0.0
H 0.1 -0.1 -0.1
H 0.0 -0.1 0.0
H 0.0 0.0 -0.1
H 0.0 0.0 0.1
N 0.0 0.0 -0.2
C 0.2 -0.1 0.1
N 0.1 0.0 -0.1
O -0.2 0.3 -0.1
H 0.0 0.0 0.0
H -0.1 0.0 0.1
H 0.0 0.0 0.0
H 0.0 0.0 0.0
N 0.0 0.0 0.0
C -0.1 -0.1 0.0
N 0.1 0.0 0.0
O 0.0 0.0 0.0
H 0.0 0.0 0.0
H 0.0 0.0 0.0
H -0.1 0.1 0.0
H 0.0 0.0 0.0
N 0.2 -0.1 -0.4
C -0.2 0.1 0.2
N 0.1 0.0 0.0
O 0.3 -0.1 -0.1
H 0.1 -0.1 0.3
H -0.1 0.0 0.0
H 0.0 0.0 0.0
H -0.1 0.0 0.0
N 0.0 0.0 0.0
C -0.1 0.2 -0.1
N 0.0 0.0 -0.1
O 0.1 -0.2 0.1
H 0.0 0.0 0.0
H 0.0 0.0 0.0
H 0.0 0.0 0.0
H 0.0 0.0 0.0
N 0.3 0.3 0.0
C 0.0 0.0 0.1
N 0.1 0.0 0.0
O -0.3 0.1 -0.1
H 0.0 -0.4 -0.1
H 0.0 0.0 0.0
H 0.0 0.0 0.0
H -0.1 0.0 0.0
N 0.0 -0.1 0.0
C 0.0 0.0 -0.1
N 0.0 0.2 -0.1
O 0.0 0.1 0.0
H 0.0 0.0 0.0
H 0.0 0.0 0.0
H -0.1 -0.1 0.1
H 0.1 0.0 -0.1
N 0.0 0.0 0.0
C 0.1 0.0 0.0
N 0.0 0.0 0.0
O 0.0 0.0 0.0
H 0.0 0.0 0.0
H 0.0 0.0 0.0
H 0.0 0.0 0.0
H 0.0 0.0 0.0
N 0.0 0.0 0.0
C 0.0 0.0 0.0
N 0.0 0.0 0.0
O -0.1 -0.1 0.1
H 0.0 0.0 0.0
H 0.1 0.0 -0.1
H 0.0 0.0 0.0
H 0.0 0.0 0.0
N 0.0 0.0 0.0
C -0.1 0.0 0.0
N 0.1 0.0 0.0
O -0.2 0.2 0.0
H 0.0 0.0 0.0
H 0.0 0.0 0.0
H 0.0 0.0 0.0
H 0.0 0.0 0.0

(3)
Here is 2 unconnected molecules or ions with the total composition CH8N7O3 at a distorted geometry from the OMol25 dataset. Energies are from ωB97M-V/def2-TZVPD.

Its net charge is +1. The total energy comes out at -17726.6631 eV. As for the HOMO-LUMO gap: 0.342 Ha. As for the HOMO energy: -12.972 eV. For the largest force on an atom, the calculation gives 5.639 eV/Å. The value obtained for the energy relative to the best compared isomer or geometry (same formula, charge and spin) is 0.0 kJ/mol.

Cartesian coordinates (Å):
C1 -0.298 1.149 0.024
N1 -0.426 1.951 -1.026
N2 1.372 0.420 1.615
N3 -1.603 -3.196 -1.211
N4 0.948 1.149 0.513
N5 -1.470 -2.288 -0.324
N6 -1.083 -0.693 1.468
N7 1.964 1.910 -0.129
O1 -1.334 0.675 0.536
O2 -2.060 -1.219 1.666
O3 -0.392 -1.644 -0.331
H1 -1.247 2.199 -1.566
H2 1.634 -0.629 1.426
H3 2.065 0.880 2.064
H4 -2.432 -3.775 -1.319
H5 -0.923 -3.411 -2.018
H6 2.788 1.330 -0.470
H7 0.315 2.517 -1.415
H8 2.180 2.674 0.497

Atomic forces in eV per Å
C 1.0 2.7 -0.9
N -0.6 1.3 -2.3
N -2.9 -4.6 -1.4
N 1.3 -1.3 -2.8
N 2.5 -0.8 0.3
N 1.6 0.1 -0.8
N -1.0 -1.9 2.3
N -0.1 -1.0 -0.8
O -1.5 -0.2 0.1
O 1.3 1.7 -0.3
O -1.8 -1.7 -0.6
H -0.6 -1.0 1.0
H -0.6 2.9 0.1
H 2.5 1.7 1.6
H -0.3 0.7 1.0
H -0.7 1.0 1.9
H -1.5 0.9 1.0
H 0.6 -0.6 0.8
H 0.6 0.0 -0.1

(4)
Here is 2 unconnected molecules or ions with the total composition C7H17NO at a distorted geometry from the OMol25 dataset. Energies are from ωB97M-V/def2-TZVPD.

Its net charge is 0. The total energy comes out at -11071.5771 eV. As for the structure (SMILES): CCN(C)C(C)=O.CC. As for the HOMO-LUMO gap: 0.361 Ha. As for the HOMO energy: -8.991 eV. For the largest force on an atom, the calculation gives 2.155 eV/Å. The value obtained for the energy relative to the best compared isomer or geometry (same formula, charge and spin) is 150.6 kJ/mol.

Cartesian coordinates (Å):
C1 1.031 1.865 -2.604
C2 0.153 0.656 -2.397
N1 0.341 -0.036 -1.138
C3 1.503 -0.826 -0.932
C4 -0.731 -0.182 -0.271
C5 -1.625 0.971 0.001
O1 -0.886 -1.237 0.316
H1 0.891 2.739 -1.967
H2 1.346 2.074 -3.629
H3 2.054 1.592 -2.306
H4 -0.911 0.746 -2.614
H5 0.429 0.000 -3.194
H6 2.161 -0.511 -0.112
H7 1.308 -1.849 -0.654
H8 2.200 -0.943 -1.763
H9 -1.994 1.532 -0.860
H10 -2.411 0.725 0.702
H11 -0.982 1.742 0.445
C6 -0.634 -1.254 3.397
C7 0.610 -0.403 3.174
H12 -1.397 -0.737 3.981
H13 -1.123 -1.516 2.469
H14 -0.357 -2.214 3.836
H15 1.423 -0.964 2.721
H16 1.022 -0.081 4.126
H17 0.320 0.521 2.674

Atomic forces in eV per Å
C 2.0 0.2 0.5
C 0.0 0.1 -0.4
N -0.8 1.1 -0.1
C 1.6 -1.3 0.6
C 0.3 -1.5 -0.4
C 0.4 1.5 -0.2
O 0.0 0.1 0.3
H -0.7 0.2 -0.4
H -1.2 0.5 -0.2
H -0.1 -0.5 0.6
H -0.1 0.7 0.4
H 0.4 -0.9 -0.5
H -0.3 0.6 0.1
H -0.7 -0.4 0.0
H -0.5 0.6 -0.5
H -0.3 -0.5 -0.2
H -0.1 -0.2 -0.1
H 0.0 -0.1 0.4
C 0.0 -0.4 -0.1
C -0.4 0.1 0.7
H 0.2 -0.1 0.3
H 0.1 0.1 -0.3
H -0.2 0.1 0.4
H -0.2 0.2 -0.6
H 0.0 0.1 0.3
H 0.4 -0.1 -0.5